# 1
DFT (ωB97M-V with the def2-TZVPD basis set) results for C21H30BF5GaN7OTe as an isolated structure at a distorted geometry.

```
67
Properties=species:S:1:pos:R:3:nbo_charge:R:1
Ga 0.35 -0.80 -0.48 1.855
C 3.59 0.38 0.27 -0.659
C 2.43 0.97 0.98 0.231
C 2.43 1.95 1.97 -0.342
C 1.11 2.16 2.32 0.218
C 0.54 3.09 3.32 -0.643
N 0.37 1.35 1.55 -0.312
N 1.16 0.63 0.74 -0.447
B -1.13 1.07 1.53 0.523
N -1.37 -0.40 1.88 -0.325
N -1.02 -1.40 1.03 -0.423
C -1.65 -2.51 1.44 0.221
C -1.74 -3.84 0.77 -0.722
C -2.36 -2.22 2.60 -0.334
C -2.17 -0.88 2.84 0.226
C -2.74 -0.05 3.94 -0.641
N -1.62 1.26 0.08 -0.312
N -1.23 0.44 -0.90 -0.421
C -1.90 0.76 -2.01 0.217
C -1.73 0.03 -3.29 -0.655
C -2.74 1.83 -1.72 -0.357
C -2.54 2.12 -0.38 0.222
C -3.18 3.17 0.45 -0.644
H 4.51 0.67 0.78 0.228
H 3.49 -0.71 0.28 0.279
H 3.63 0.71 -0.76 0.218
H 3.29 2.44 2.38 0.230
H 1.34 3.66 3.79 0.232
H -0.16 3.78 2.85 0.225
H 0.00 2.54 4.09 0.231
H -1.70 1.78 2.27 -0.019
H -1.48 -3.80 -0.29 0.257
H -1.13 -4.58 1.29 0.278
H -2.78 -4.18 0.85 0.248
H -2.95 -2.90 3.18 0.229
H -3.24 -0.71 4.65 0.233
H -1.95 0.50 4.45 0.227
H -3.47 0.66 3.56 0.224
H -1.13 -0.86 -3.12 0.259
H -2.71 -0.25 -3.68 0.234
H -1.24 0.67 -4.02 0.221
H -3.41 2.33 -2.39 0.230
H -3.81 3.80 -0.16 0.231
H -3.78 2.72 1.24 0.232
H -2.42 3.79 0.93 0.227
F 2.86 -4.03 0.86 -0.644
Te 1.07 -3.50 0.42 2.911
F -0.31 -2.28 -1.43 -0.768
F 0.79 -5.47 1.08 -0.604
F 1.59 -4.54 -1.23 -0.645
F 1.02 -3.22 2.42 -0.645
O 1.83 -1.89 0.07 -1.205
C 2.39 -2.27 -2.88 -0.705
C 2.19 -0.83 -2.99 0.382
C 2.80 -0.01 -3.97 -0.246
C 2.40 1.28 -3.72 -0.266
C 1.55 1.22 -2.59 0.347
C 0.92 2.41 -1.98 -0.676
N 1.42 -0.06 -2.16 -0.671
H 3.03 -2.63 -3.69 0.227
H 1.45 -2.81 -2.88 0.293
H 2.87 -2.52 -1.93 0.289
H 3.46 -0.35 -4.74 0.231
H 2.68 2.18 -4.25 0.229
H 1.45 3.31 -2.29 0.231
H 0.92 2.35 -0.90 0.251
H -0.12 2.51 -2.30 0.254
```

Output
Orbital gap (spin up / spin down) = 6.88 / 6.44 eV
HOMO (spin up / spin down) = -9.2 / -9.2 eV
E = -3993.90579 a.u.
ΔE to the lowest compared entry with this formula, charge and spin = 2.0124 eV



# 2
DFT (ωB97M-V with the def2-TZVPD basis set) results for C27H58AlBeBrCsF3N4O5Si2 as an isolated structure at a distorted geometry.

```
103
Properties=species:S:1:pos:R:3:lowdin_charge:R:1
C -2.62 0.66 3.91 -0.372
C -2.49 -0.25 2.56 -0.318
C -2.21 -1.83 2.80 -0.054
C -2.57 0.30 1.34 -0.077
C -2.34 -0.50 0.05 -0.187
C -1.79 0.38 -1.15 -0.157
C -1.14 -0.59 -2.21 -0.350
C -2.14 -1.75 -2.56 -0.075
C -0.83 0.17 -3.57 -0.139
C 0.70 0.10 -3.92 -0.157
C 1.04 -0.47 -5.32 -0.271
C 2.61 -0.51 -5.40 -0.152
N 2.97 -1.13 -6.68 0.097
C 2.71 -2.52 -6.50 -0.283
N 3.50 -3.34 -7.17 0.224
N 1.70 -2.92 -5.62 0.076
C 0.58 -1.94 -5.58 -0.101
H -2.03 1.60 3.83 0.077
H -3.74 0.85 4.21 -0.233
H -2.16 0.04 4.77 0.038
H -1.53 -1.92 3.68 0.071
H -1.73 -2.32 1.93 0.068
H -3.19 -2.36 3.03 0.054
H -2.85 1.37 1.31 0.129
H -1.63 -1.34 0.17 0.102
H -3.30 -0.97 -0.26 0.124
H -2.70 0.84 -1.60 0.124
H -1.08 1.13 -0.76 0.116
H -0.21 -1.04 -1.81 0.093
H -1.72 -2.35 -3.40 0.064
H -3.07 -1.28 -2.95 0.097
H -2.32 -2.47 -1.74 0.076
H -1.06 1.25 -3.37 0.110
H -1.51 -0.14 -4.39 0.115
H 1.10 1.15 -3.89 0.122
H 1.31 -0.46 -3.17 0.083
H 0.63 0.14 -6.17 0.149
H 2.98 -1.08 -4.51 0.136
H 2.95 0.54 -5.26 0.137
H 3.98 -1.03 -6.79 0.149
H 3.69 -3.16 -8.16 0.127
H 3.98 -4.12 -6.74 0.149
H 2.05 -3.10 -4.67 0.161
H -0.15 -2.33 -4.85 0.118
H 0.12 -1.99 -6.60 0.136
C -7.53 -3.43 4.22 -0.186
C -7.57 -3.70 2.73 -0.144
C -6.49 -2.76 2.21 -0.180
O -5.50 -2.64 3.25 -0.345
C -6.05 -3.22 4.46 -0.287
H -7.95 -4.25 4.83 0.104
H -8.08 -2.52 4.45 0.121
H -7.29 -4.74 2.53 0.128
H -8.55 -3.51 2.28 0.128
H -6.90 -1.77 2.01 0.121
H -6.02 -3.14 1.30 0.123
H -5.53 -4.16 4.65 0.131
H -5.85 -2.55 5.30 -0.020
C 1.09 0.91 3.40 -0.188
Si 2.29 1.99 4.35 0.379
C 3.30 2.93 3.07 -0.129
C 3.45 0.85 5.31 -0.180
N 1.38 3.05 5.39 0.017
Si 2.13 4.23 6.45 0.370
C 3.11 5.52 5.50 -0.141
C 3.25 3.44 7.73 -0.145
C 0.78 5.14 7.38 -0.182
H 1.64 0.24 2.74 0.020
H 0.49 0.30 4.09 0.017
H 0.42 1.52 2.79 0.036
H 3.67 2.23 2.32 0.056
H 4.17 3.42 3.51 0.031
H 2.69 3.68 2.57 0.049
H 2.92 0.37 6.15 -0.070
H 4.31 1.39 5.72 0.045
H 3.84 0.07 4.65 0.013
H 4.04 5.12 5.10 0.027
H 3.37 6.34 6.17 0.056
H 2.52 5.93 4.67 0.045
H 2.75 2.61 8.23 0.040
H 3.52 4.18 8.49 0.056
H 4.18 3.07 7.29 0.026
H 0.19 4.45 7.99 0.033
H 0.11 5.66 6.69 0.036
H 1.22 5.88 8.05 0.041
F -9.67 -4.29 4.84 -0.389
Be 2.48 -1.58 6.05 0.469
F 2.34 -1.75 3.33 -0.644
O 2.01 -1.72 -1.43 -0.280
H 1.51 -1.27 -0.74 -0.087
Cs -4.58 -0.54 4.87 1.703
C 3.20 1.08 -9.01 -0.216
C 4.61 1.07 -9.56 -0.373
O 4.42 1.46 -10.90 0.080
C 3.30 2.24 -10.92 -0.558
O 2.99 2.95 -11.80 0.234
O 2.59 2.11 -9.75 0.078
F 5.16 -0.17 -9.53 -0.012
H 2.60 0.09 -9.18 -0.048
H 3.18 1.30 -7.94 0.136
H 5.28 1.78 -9.06 0.184
Al 3.78 -3.14 4.64 0.752
Br 2.83 -1.03 -10.74 0.522
```

Output
Charge = +2
Orbital gap = 0.86 eV
HOMO = -10.7 eV
E = -5387.46548 a.u.



# 3
DFT (ωB97M-V with the def2-TZVPD basis set) results for a 2-piece molecular cluster, C5H11O2 overall at a distorted geometry.

```
18
Properties=species:S:1:pos:R:3:nbo_charge:R:1
C 0.92 1.89 1.13 0.006
O -0.31 2.33 0.97 -0.838
C 1.39 0.83 0.01 -0.436
C 0.45 -0.33 -0.01 -0.342
C -1.07 -0.13 0.07 -0.404
C -1.75 -1.36 -0.56 -0.545
O 0.32 -2.72 -1.35 -0.555
H 1.06 1.31 2.09 0.069
H 1.72 2.67 1.13 0.101
H 2.34 0.39 0.33 0.185
H 1.52 1.38 -0.93 0.190
H 0.54 -1.00 -0.94 0.266
H 0.74 -1.07 0.73 0.191
H -1.32 0.79 -0.45 0.243
H -1.33 -0.08 1.13 0.217
H -2.64 -1.60 -0.01 0.192
H -0.89 -2.05 -0.48 0.258
H -1.94 -1.22 -1.63 0.200
```

Output
Charge = -1
Orbital gap = 4.24 eV
HOMO = -3.1 eV
E = -347.33584 a.u.
ΔE to the lowest compared entry with this formula, charge and spin = 8.5394 eV



- Among the records above, which one has the lowest E?
  C27H58AlBeBrCsF3N4O5Si2